Here is 6 unconnected molecules or ions with the total composition C26H34Cl2F15NO17P2S2 from the Open Molecules 2025 dataset. Energies are from ωB97M-V/def2-TZVPD.

Each line ends with the Löwdin charge.
Element x y z (Å)
C -1.335531 0.747017 -3.790370  -0.117
C -0.187827 -0.266347 -3.831597  -0.730
Cl 0.183242 -0.584145 -5.585027  0.630
C 1.110018 0.264744 -3.215871  -0.674
Cl 2.307859 -1.072593 -3.150911  0.719
C 0.998188 0.902053 -1.827640  -0.461
P 2.801566 1.606014 -1.460550  0.922
O 2.566492 3.069312 -0.778351  -0.224
O 3.486642 1.873194 -2.927374  -0.256
O 0.194369 2.095368 -1.734061  -0.197
S -0.543443 2.259423 -0.314811  0.615
O -0.043316 3.321934 0.495716  -0.226
O -1.951324 2.286186 -0.506126  -0.235
O 0.076636 0.906852 0.356383  -0.202
C 0.687246 -0.011981 -0.552982  -0.577
N 1.962328 -0.374201 0.092481  0.098
C 2.242933 -1.571260 0.187103  -0.391
O 2.545461 -2.648885 0.492095  0.195
P -0.575107 -1.426786 -0.623818  0.481
S -2.451312 -0.925770 -0.596461  0.281
H -1.975627 0.546961 -4.648194  0.064
H -0.974453 1.771853 -3.874603  0.089
H -1.959721 0.648228 -2.902215  0.036
H -0.511084 -1.227168 -3.444587  0.037
H 1.459645 1.040417 -3.897947  0.099
H 2.859245 3.007185 0.135619  0.062
H 4.210940 1.253642 -3.053575  0.030
H -0.242284 -2.342991 -1.643390  0.000
H -0.298835 -2.117663 0.578784  0.008
C -4.966516 -0.231000 3.524595  -0.055
C -4.955952 -1.151303 4.725252  -0.195
O -5.613911 -2.397436 4.427082  0.034
C -4.874174 -3.310984 3.812151  -0.401
O -3.729396 -3.198327 3.488828  0.168
C -5.698997 -4.589702 3.605304  -0.550
F -6.932088 -4.313470 3.169227  0.168
F -5.810515 -5.259382 4.760470  0.167
F -5.117976 -5.391634 2.718019  0.173
H -5.985797 -0.078528 3.168325  0.084
H -4.535808 0.736004 3.781788  0.084
H -4.394835 -0.656186 2.699199  0.071
H -5.515825 -0.710011 5.547288  0.125
H -3.943182 -1.336730 5.080603  0.124
C -0.393906 6.242672 1.571684  -0.064
C -1.469610 6.843226 0.696249  -0.187
O -2.497776 7.470954 1.489258  0.035
C -2.247568 8.707522 1.895214  -0.404
O -1.262943 9.345831 1.669795  0.171
C -3.451551 9.244660 2.683044  -0.550
F -3.924318 8.333567 3.540689  0.165
F -4.443956 9.574104 1.844786  0.166
F -3.121204 10.329696 3.376900  0.172
H -0.831341 5.550992 2.291661  0.085
H 0.329186 5.703883 0.964653  0.064
H 0.130667 7.014777 2.136150  0.081
H -1.971033 6.062408 0.127558  0.125
H -1.057137 7.556452 -0.016345  0.126
C 7.441438 -4.592309 0.438885  -0.056
C 7.169804 -4.142849 -0.980306  -0.193
O 6.449493 -2.894777 -0.997187  0.028
C 7.184336 -1.796904 -0.867646  -0.399
O 8.369266 -1.742832 -0.739984  0.182
C 6.275258 -0.563055 -0.945987  -0.541
F 5.158915 -0.730052 -0.228479  0.140
F 5.904623 -0.326831 -2.220749  0.143
F 6.889074 0.524156 -0.503104  0.186
H 6.511239 -4.648505 1.005627  0.081
H 7.914650 -5.573358 0.440920  0.084
H 8.097694 -3.890583 0.953570  0.080
H 6.528738 -4.859169 -1.489817  0.126
H 8.089046 -4.053947 -1.557464  0.126
C 4.219127 -1.758488 3.317584  -0.047
C 3.192352 -0.644877 3.299553  -0.202
O 2.927853 -0.176474 4.633129  0.039
C 3.785977 0.715612 5.114083  -0.397
O 4.741050 1.155403 4.547530  0.174
C 3.346459 1.150356 6.519791  -0.551
F 2.972613 0.101950 7.261038  0.168
F 2.306673 1.990208 6.438085  0.169
F 4.333874 1.773304 7.153709  0.176
H 3.898883 -2.560015 3.984215  0.089
H 4.357677 -2.166560 2.317528  0.060
H 5.181116 -1.395340 3.679975  0.083
H 2.240409 -1.012345 2.920964  0.115
H 3.505358 0.179424 2.659125  0.121
C -5.520503 -4.899475 -7.155529  -0.059
C -5.679960 -3.399327 -7.036703  -0.195
O -5.349761 -2.947980 -5.709545  0.035
C -4.060711 -2.757034 -5.464359  -0.398
O -3.158325 -2.923162 -6.229495  0.169
C -3.879764 -2.233961 -4.032793  -0.550
F -4.634872 -2.903984 -3.160828  0.170
F -4.223458 -0.942962 -3.960980  0.163
F -2.606059 -2.350319 -3.646431  0.127
H -6.110600 -5.407158 -6.391975  0.084
H -5.848776 -5.238137 -8.137477  0.083
H -4.480644 -5.195143 -7.017262  0.079
H -6.717948 -3.113990 -7.194196  0.125
H -5.077100 -2.871159 -7.774159  0.125

Force components x, y, z for each atom (eV/Å):
C -0.1 -0.1 -0.3
C -0.3 0.5 -0.6
Cl 0.0 -0.1 0.3
C -1.6 0.0 -0.1
Cl -0.1 0.3 0.2
C 1.8 0.7 0.6
P 2.6 -1.5 1.3
O -0.7 -0.1 -1.3
O -1.4 1.0 -0.1
O -1.0 -0.6 0.3
S -0.3 0.9 0.8
O 0.5 -0.5 -0.6
O 0.5 -0.8 -0.4
O -0.5 0.3 -0.5
C 0.6 1.2 -0.3
N -1.2 -1.8 -0.6
C -0.1 0.7 1.2
O 0.3 0.1 -0.6
P -1.7 -0.3 0.5
S 0.5 0.0 -0.3
H 0.0 0.0 0.1
H 0.0 -0.1 0.0
H 0.2 0.0 0.1
H 0.1 0.0 0.1
H 0.3 -0.2 0.1
H 0.1 0.0 0.1
H 0.1 -0.1 0.2
H 0.5 0.2 0.2
H 0.6 0.1 -0.3
C -0.1 -0.2 -0.3
C 0.2 0.6 0.1
O 0.0 -0.3 0.0
C 0.1 0.5 0.2
O 0.0 -0.2 -0.1
C -0.2 -0.3 -0.2
F 0.0 0.0 0.0
F 0.0 0.1 0.1
F 0.1 0.1 0.0
H 0.0 0.1 0.1
H 0.0 0.0 0.0
H 0.1 0.0 0.1
H -0.2 -0.2 0.0
H 0.0 -0.2 -0.1
C 0.0 0.3 0.3
C 0.4 -0.4 -0.3
O -0.2 0.2 0.0
C 0.3 -0.4 -0.3
O -0.1 0.2 0.1
C -0.3 0.2 0.3
F 0.0 0.0 0.0
F 0.0 0.0 -0.1
F 0.1 0.0 -0.1
H 0.0 -0.1 -0.1
H 0.0 0.0 0.0
H 0.0 0.1 -0.1
H -0.2 0.0 0.1
H -0.1 0.2 0.1
C 0.0 0.3 0.2
C 0.2 -0.6 0.1
O -0.1 0.3 -0.1
C 0.1 -0.6 -0.1
O 0.0 0.2 0.0
C -0.3 0.6 0.1
F 0.0 -0.1 0.1
F 0.0 -0.2 -0.1
F 0.1 -0.1 0.0
H 0.0 -0.1 -0.1
H 0.0 0.0 0.0
H 0.1 0.0 -0.1
H -0.2 0.2 0.0
H 0.0 0.2 0.0
C 0.2 0.0 0.3
C 0.1 -0.4 -0.5
O -0.1 0.2 0.2
C -0.1 -0.2 -0.5
O 0.1 0.1 0.2
C 0.0 0.1 0.4
F 0.0 0.0 -0.1
F 0.0 0.0 -0.1
F 0.0 0.0 -0.1
H -0.1 0.0 -0.1
H 0.0 0.0 0.0
H 0.0 0.1 -0.1
H -0.1 0.1 0.2
H 0.1 0.1 0.2
C 0.2 -0.1 0.2
C -0.2 -0.2 -0.5
O 0.1 0.2 0.2
C -0.3 -0.1 -0.5
O 0.2 0.0 0.2
C 0.1 0.0 0.6
F 0.0 -0.1 -0.1
F 0.0 0.0 -0.1
F 0.0 0.0 -0.2
H -0.1 0.0 -0.1
H 0.0 0.0 0.0
H 0.0 0.0 -0.1
H 0.0 0.1 0.2
H 0.1 0.0 0.1

Its orbital gap is 0.3197 Ha. The structure (SMILES) is C[C@@H](Cl)[C@H](Cl)[C@@]1(P(O)O)OS(=O)(=O)O[C@@]1(N=C=O)[PH2]=S.CCOC(=O)C(F)(F)F.CCOC(=O)C(F)(F)F.CCOC(=O)C(F)(F)F.CCOC(=O)C(F)(F)F.CCOC(=O)C(F)(F)F. As for the multiplicity: 1. The value obtained for the HOMO energy is -8.69 eV.